ORCA calculation (wB97M-V/def2-TZVPD) on a molecular structure, C19H15BF4N3O3RuS.

The expectation value of S² is 0.76. The value obtained for the frontier orbital gap (spin up / spin down) is 7.06 / 6.80 eV. The highest occupied orbital energy (spin up / spin down) is -8.01 / -7.98 eV. Its multiplicity is 2.

Geometry (Å):
1 Ru -0.43256 0.38942 0.10665
2 O 3.97045 0.71474 -0.77666
3 C 4.33628 0.94599 0.50323
4 C 5.68807 1.20912 0.72703
5 C 6.15081 1.46071 2.00130
6 C 5.27541 1.45431 3.08563
7 C 3.93950 1.19376 2.86852
8 C 3.44432 0.93794 1.58524
9 C 2.00164 0.68628 1.40204
10 O 1.56560 0.57036 0.16855
11 N 1.22390 0.58499 2.44121
12 N -0.10170 0.43458 2.04544
13 C -0.99322 0.39639 2.96884
14 C -2.40950 0.24311 2.74484
15 C -3.26037 0.35786 3.85652
16 C -4.61889 0.18739 3.74168
17 C -5.15763 -0.12804 2.49022
18 C -4.35270 -0.26747 1.38382
19 C -2.96432 -0.07890 1.47885
20 O -2.23850 -0.26217 0.39425
21 H 3.01908 0.50340 -0.78588
22 H 6.35379 1.20121 -0.12564
23 H 7.20369 1.66065 2.15502
24 H 5.63786 1.64860 4.08565
25 H 3.23875 1.18042 3.69153
26 H -0.62535 0.47859 3.98730
27 H -2.81948 0.58453 4.82053
28 H -5.26152 0.28307 4.60564
29 H -6.22603 -0.27338 2.38988
30 H -4.75880 -0.52822 0.41597
31 S -1.21954 2.55224 0.36099
32 C -0.06856 3.64610 -0.24310
33 N -0.25519 4.95963 0.04340
34 C 0.54865 5.96325 -0.39046
35 C 1.63399 5.68168 -1.15354
36 C 1.88111 4.33192 -1.48020
37 C 1.05260 3.33709 -1.04471
38 H -1.05050 5.18510 0.62631
39 H 0.26574 6.95856 -0.08269
40 H 2.27870 6.47651 -1.49428
41 H 2.73602 4.07447 -2.09185
42 H 1.24030 2.30660 -1.29648
43 F 0.11037 -1.65239 -0.52394
44 B -0.20212 -1.42050 -1.91463
45 F -0.25685 0.08811 -2.00648
46 F 0.76611 -1.87393 -2.73914
47 F -1.47684 -1.85507 -2.15216

Atom charges from the Mulliken analysis, given in e for atoms 1 to 2: atom 1 (Ru): 1.03, atom 2 (O): -0.71



ORCA calculation (wB97M-V/def2-TZVPD) on 2 unconnected molecules or ions with the total composition C4H10NO3 at a distorted geometry.

The expectation value of S² is 0.76. The value obtained for the frontier orbital gap (spin up / spin down) is 9.81 / 5.45 eV. The highest occupied orbital energy (spin up / spin down) is -9.60 / -9.57 eV. Its multiplicity is 2.

Geometry (Å):
1 C -0.80958 0.86872 0.02404
2 N 0.46219 1.04307 -0.67153
3 C 1.10252 -0.17549 -1.36361
4 O 2.11191 0.13820 -1.97991
5 O 0.62152 -1.37760 -1.09624
6 C -0.48161 0.76454 1.55815
7 C -1.48522 -0.01222 2.35308
8 H -1.23298 -0.16833 -0.23437
9 H -1.49211 1.75665 -0.16309
10 H 0.70060 1.90791 -1.07232
11 H 0.47584 0.23617 1.47844
12 H -0.23304 1.77207 1.83566
13 H -1.64953 -1.01652 2.07919
14 H -1.15346 -0.04635 3.35055
15 H -2.54161 0.35665 2.40459
16 H 2.43589 -1.51426 -2.90078
17 H 1.23612 -2.27191 -2.48628
18 O 1.93253 -2.26131 -3.11556

Atom charges from the Mulliken analysis, given in e for atoms 1 to 2: atom 1 (C): -0.55, atom 2 (N): 0.04



ORCA calculation (wB97M-V/def2-TZVPD) on C24H26N2O5S2 in the gas phase at a distorted geometry.

The value obtained for the frontier orbital gap is 7.04 eV. The highest occupied orbital energy is -7.65 eV. The SMILES is COc1cc(/C=C2\SC(=S)N(CCC(=O)NCCc3ccccc3)C2=O)cc(OC)c1OC.

Geometry (Å):
1 C -7.09098 -2.63158 -0.82848
2 H -8.11594 -2.90592 -1.07403
3 O -7.10838 -1.23317 -0.67588
4 C -5.93681 -0.58828 -0.36822
5 C -4.73728 -1.25620 -0.18754
6 C -3.55365 -0.58003 0.12773
7 C -3.59299 0.81211 0.26145
8 C -4.77611 1.49763 0.08416
9 C -5.97536 0.81203 -0.23356
10 O -7.04090 1.63211 -0.36935
11 C -8.32316 1.14873 -0.69929
12 H -8.70639 0.46470 0.06036
13 H -8.95385 2.03661 -0.74125
14 H -8.33066 0.65000 -1.67040
15 O -4.91170 2.84423 0.19120
16 C -3.76818 3.60928 0.49209
17 H -4.10956 4.64264 0.51808
18 H -2.99659 3.50113 -0.27642
19 H -3.34826 3.34144 1.46674
20 H -2.69079 1.34576 0.50115
21 C -2.36226 -1.35360 0.29715
22 C -1.09944 -0.97786 0.60594
23 C -0.03346 -1.97418 0.72146
24 O -0.15098 -3.17193 0.58677
25 N 1.16783 -1.36396 1.04682
26 C 1.16045 -0.01476 1.16752
27 S 2.44688 0.91170 1.55716
28 S -0.44907 0.61837 0.90695
29 C 2.38948 -2.13619 1.05799
30 C 2.82943 -2.45387 -0.37872
31 C 2.83669 -1.17506 -1.21002
32 O 1.81126 -0.69045 -1.64753
33 N 4.05537 -0.64151 -1.40885
34 H 4.85898 -1.03056 -0.93933
35 C 4.26704 0.61334 -2.09249
36 H 3.29374 0.93809 -2.46551
37 H 4.94181 0.44638 -2.93966
38 C 4.86381 1.67096 -1.15243
39 C 6.17108 1.19087 -0.58999
40 C 7.33965 1.27936 -1.33684
41 C 8.53258 0.78592 -0.83963
42 C 8.57156 0.19184 0.41077
43 C 7.41313 0.09979 1.16317
44 C 6.22060 0.59540 0.66491
45 H 5.31905 0.53761 1.25824
46 H 7.43865 -0.35650 2.14218
47 H 9.50303 -0.19291 0.79916
48 H 9.43512 0.86594 -1.42803
49 H 7.31424 1.74482 -2.31224
50 H 5.00705 2.59260 -1.71809
51 H 4.15912 1.86342 -0.34250
52 H 3.80930 -2.92911 -0.36191
53 H 2.10041 -3.13667 -0.81862
54 H 3.14941 -1.55143 1.58194
55 H 2.19032 -3.06550 1.59797
56 H -2.46860 -2.42497 0.16059
57 H -4.69707 -2.32794 -0.28919
58 H -6.42953 -2.94121 -1.64350
59 H -6.79475 -3.13577 0.09667

Atom charges from the Mulliken analysis, given in e for atoms 1 to 2: atom 1 (C): -0.94, atom 2 (H): 0.25



Energy above the lowest of the compared OMol25 structures with the same formula, charge and spin: 0.0, 173.4, 28.9 (kJ/mol)
Electronic energy: -55529.72307, -11939.85275, -60198.07442 (eV)